The following is a quantum chemistry calculation of a structure of composition C12H28AsCuF6IN4O4 at a distorted geometry, from the Open Molecules 2025 dataset.

```
! RIJCOSX wB97M-V def2-TZVPD def2/J DEFGRID3
* xyz 0 2
Cu -11.94 8.45 -21.99
As -13.22 10.65 -24.85
F -14.77 11.20 -24.13
F -14.02 9.42 -25.84
F -11.64 10.23 -25.59
F -12.34 11.80 -23.84
F -12.95 9.47 -23.45
F -13.58 11.94 -26.10
I -10.78 6.71 -19.93
C -15.02 6.07 -20.29
C -14.84 6.76 -21.59
O -13.79 7.32 -21.82
N -15.75 6.59 -22.53
C -15.66 7.18 -23.91
H -15.67 5.19 -20.40
H -15.46 6.77 -19.59
H -14.06 5.80 -19.86
H -16.69 6.42 -22.20
H -16.35 6.79 -24.65
H -14.67 7.35 -24.33
H -16.14 8.15 -23.82
C -8.09 10.16 -22.01
C -9.36 10.34 -22.78
O -10.38 9.78 -22.34
N -9.43 11.01 -23.96
C -8.28 11.46 -24.72
H -7.25 10.57 -22.57
H -7.87 9.12 -21.78
H -8.10 10.75 -21.09
H -10.31 11.22 -24.42
H -7.89 12.40 -24.35
H -8.55 11.65 -25.76
H -7.57 10.63 -24.79
C -12.10 6.15 -25.58
C -11.05 6.55 -24.61
O -11.41 7.17 -23.64
N -9.84 6.07 -24.79
C -8.67 6.36 -23.94
H -11.91 5.36 -26.30
H -12.39 7.02 -26.16
H -12.84 5.66 -24.94
H -9.60 5.46 -25.55
H -8.76 7.13 -23.18
H -7.78 6.63 -24.50
H -8.57 5.41 -23.41
C -13.77 9.42 -18.21
C -13.52 10.09 -19.56
O -12.87 9.54 -20.44
N -14.13 11.25 -19.75
C -14.16 12.02 -20.98
H -14.54 9.94 -17.63
H -12.91 9.27 -17.56
H -14.11 8.42 -18.48
H -14.57 11.67 -18.94
H -14.47 13.02 -20.68
H -14.81 11.58 -21.73
H -13.14 12.06 -21.36
*
```

The value obtained for the HOMO energy (alpha / beta) is -7.98 / -7.87 eV. The value obtained for the HOMO-LUMO gap (alpha / beta) is 8.418 / 6.447 eV. The calculation puts the LUMO energy (alpha / beta) at 0.44 / -1.43 eV.

Results of the Löwdin charge analysis, in e, for atoms 1 through 4: Cu 0.36; As 0.96; F -0.28; F -0.25



The following is a quantum chemistry calculation of the ion C4H11N2S with charge -1 at a distorted geometry, from the Open Molecules 2025 dataset.

```
! RIJCOSX wB97M-V def2-TZVPD def2/J DEFGRID3
* xyz -1 1
C -0.07 1.68 -0.55
N 0.32 0.51 -1.25
C 0.33 -0.77 -0.60
C -1.06 -1.33 -0.18
S -0.80 -2.90 0.75
C 0.87 1.96 0.66
N 1.27 3.41 0.73
H -1.11 1.64 -0.20
H 0.04 2.56 -1.19
H 0.14 0.51 -2.24
H 0.71 -1.60 -1.20
H 0.89 -0.79 0.32
H -1.54 -0.60 0.47
H -1.70 -1.56 -1.03
H 0.50 1.72 1.66
H 1.73 1.33 0.51
H 0.95 3.86 -0.12
H 0.73 3.77 1.51
*
```

The calculation puts the energy relative to the best compared isomer or geometry (same formula, charge and spin) at 1.296 eV. The value obtained for the HOMO energy is -2.26 eV. The value obtained for the HOMO-LUMO gap is 5.741 eV. The calculation puts the LUMO energy at 3.48 eV. As for the structure (SMILES): NCCNCC[S-].

Results of the Löwdin charge analysis, in e, for atoms 1 through 4: C -0.26; N -0.11; C -0.36; C -0.78



Number 1: electronic energy -5767.35224 a.u.. Number 2: electronic energy -666.69894 a.u..